[1]
{
  "formula": "C4H7NO2",
  "method": "ωB97M-V with the def2-TZVPD basis set",
  "relative_energy_kcal_mol": 39.5,
  "homo_energy_ev": -9.50,
  "smiles": "O=CN1CC(O)C1",
  "homo_lumo_gap_ev": 10.09,
  "mol_weight_g_mol": 101.105,
  "total_charge": 0,
  "symbols": ["O", "O", "N", "C", "C", "C", "C", "H", "H", "H", "H", "H", "H", "H"],
  "positions_angstrom": [[-2.30, -1.36, -1.18], [1.37, 1.18, 1.56], [-0.18, -0.85, -0.51], [-0.44, -0.48, 0.89], [-1.16, -1.01, -1.43], [0.92, 0.12, -0.62], [0.38, 0.81, 0.65], [0.05, -1.16, 1.59], [-0.80, -0.82, -2.46], [1.89, -0.35, -0.42], [1.12, 2.00, 2.00], [-1.51, -0.40, 1.11], [-0.29, 1.64, 0.41], [0.96, 0.68, -1.56]]
}

[2]
{
  "formula": "C4H7NO2",
  "method": "ωB97M-V with the def2-TZVPD basis set",
  "relative_energy_kcal_mol": 26.5,
  "homo_energy_ev": -9.95,
  "smiles": "C[C@@]1(C(N)=O)CO1",
  "homo_lumo_gap_ev": 10.84,
  "mol_weight_g_mol": 101.105,
  "total_charge": 0,
  "symbols": ["O", "O", "N", "C", "C", "C", "C", "H", "H", "H", "H", "H", "H", "H"],
  "positions_angstrom": [[-0.62, -0.27, -1.34], [1.57, -0.51, 1.46], [0.08, -2.03, 0.62], [-1.46, 0.26, -0.32], [0.78, 1.55, -0.31], [0.00, 0.26, -0.17], [0.65, -0.79, 0.72], [0.33, 2.17, -1.08], [0.77, 2.09, 0.64], [1.83, 1.35, -0.56], [-1.96, 1.20, -0.57], [-0.45, -2.25, -0.20], [0.57, -2.78, 1.09], [-2.06, -0.47, 0.22]]
}

[3]
{
  "formula": "C4H7NO2",
  "method": "ωB97M-V with the def2-TZVPD basis set",
  "relative_energy_kcal_mol": 74.4,
  "homo_energy_ev": -9.88,
  "smiles": "O/N=C1/CC[C@H]1O",
  "homo_lumo_gap_ev": 10.71,
  "mol_weight_g_mol": 101.105,
  "total_charge": 0,
  "symbols": ["O", "O", "N", "C", "C", "C", "C", "H", "H", "H", "H", "H", "H", "H"],
  "positions_angstrom": [[1.83, 0.50, 0.29], [1.07, -2.20, -0.51], [-0.22, -1.86, -0.07], [-0.35, -0.60, -0.09], [-1.47, 0.31, 0.36], [0.60, 0.54, -0.38], [-0.45, 1.48, 0.27], [0.73, 0.72, -1.46], [-0.10, 1.82, 1.25], [-1.86, 0.09, 1.36], [-2.30, 0.38, -0.34], [-0.75, 2.34, -0.33], [2.21, -0.38, 0.11], [1.07, -3.16, -0.45]]
}

[4]
{
  "formula": "C4H7NO2",
  "method": "ωB97M-V with the def2-TZVPD basis set",
  "relative_energy_kcal_mol": 134.5,
  "homo_energy_ev": [-9.43, -8.80],
  "homo_lumo_gap_ev": [8.56, 7.44],
  "mol_weight_g_mol": 101.105,
  "total_charge": 0,
  "symbols": ["O", "O", "N", "C", "C", "C", "C", "H", "H", "H", "H", "H", "H", "H"],
  "positions_angstrom": [[-1.73, -0.18, 0.41], [2.20, -0.08, 0.98], [-1.59, 1.69, -1.02], [1.61, -1.34, 1.21], [-1.17, 0.37, -0.63], [0.78, -0.16, 0.90], [0.28, 0.10, -0.43], [0.92, -0.22, -1.26], [0.19, 0.29, 1.71], [1.79, -2.09, 0.45], [1.62, -1.69, 2.25], [-1.19, -0.38, -1.51], [-2.59, 1.67, -1.22], [-1.11, 2.02, -1.85]]
}

[5]
{
  "formula": "C4H7NO2",
  "method": "ωB97M-V with the def2-TZVPD basis set",
  "relative_energy_kcal_mol": 44.5,
  "homo_energy_ev": -9.61,
  "smiles": "N[C@H](C=O)CC=O",
  "homo_lumo_gap_ev": 10.27,
  "mol_weight_g_mol": 101.105,
  "total_charge": 0,
  "symbols": ["O", "O", "N", "C", "C", "C", "C", "H", "H", "H", "H", "H", "H", "H"],
  "positions_angstrom": [[1.63, 0.32, 2.51], [-0.66, -1.77, -1.60], [-1.48, 0.02, 0.56], [-0.48, -0.57, -1.66], [1.42, 0.76, 1.42], [-0.40, 0.23, -0.37], [0.90, -0.16, 0.29], [-2.29, 0.60, 0.38], [1.73, -0.33, -0.41], [1.61, 1.79, 1.07], [-0.43, 1.29, -0.68], [-1.86, -0.91, 0.38], [0.78, -1.14, 0.76], [-0.48, -0.14, -2.67]]
}

[6]
{
  "formula": "C4H7NO2",
  "method": "ωB97M-V with the def2-TZVPD basis set",
  "relative_energy_kcal_mol": 71.0,
  "homo_energy_ev": -9.44,
  "smiles": "O=CCCNC=O",
  "homo_lumo_gap_ev": 10.24,
  "mol_weight_g_mol": 101.105,
  "total_charge": 0,
  "symbols": ["O", "O", "N", "C", "C", "C", "C", "H", "H", "H", "H", "H", "H", "H"],
  "positions_angstrom": [[2.82, 0.02, -1.17], [-2.19, 0.01, -1.54], [1.43, 0.27, 0.63], [-1.78, 0.00, -0.40], [1.94, 0.62, -0.61], [-0.75, -0.97, 0.11], [0.03, 0.40, 0.86], [-1.21, -1.86, 0.53], [1.41, 1.44, -1.13], [-2.42, 0.57, 0.31], [-0.38, 0.10, 1.83], [1.70, -0.71, 0.72], [-0.24, -1.29, -0.80], [-0.36, 1.40, 0.68]]
}

[7]
{
  "formula": "C4H7NO2",
  "method": "ωB97M-V with the def2-TZVPD basis set",
  "relative_energy_kcal_mol": 39.0,
  "homo_energy_ev": -9.40,
  "smiles": "C=CNC(=O)CO",
  "homo_lumo_gap_ev": 10.00,
  "mol_weight_g_mol": 101.105,
  "total_charge": 0,
  "symbols": ["O", "O", "N", "C", "C", "C", "C", "H", "H", "H", "H", "H", "H", "H"],
  "positions_angstrom": [[0.14, -1.14, 1.93], [-2.35, -0.23, -0.67], [0.26, 0.20, 0.03], [-0.32, -0.61, 0.94], [-1.97, -0.56, 0.64], [1.77, 0.26, -0.05], [2.38, 0.67, -1.15], [2.31, 0.02, 0.87], [-2.32, -1.57, 0.87], [-2.39, 0.15, 1.35], [-2.59, 0.71, -0.69], [-0.20, 0.33, -0.86], [3.46, 0.86, -1.15], [1.85, 0.91, -2.06]]
}

[8]
{
  "formula": "C4H7NO2",
  "method": "ωB97M-V with the def2-TZVPD basis set",
  "relative_energy_kcal_mol": 17.6,
  "homo_energy_ev": -9.98,
  "smiles": "C[C@@H](C=O)C(N)=O",
  "homo_lumo_gap_ev": 10.65,
  "mol_weight_g_mol": 101.105,
  "total_charge": 0,
  "symbols": ["O", "O", "N", "C", "C", "C", "C", "H", "H", "H", "H", "H", "H", "H"],
  "positions_angstrom": [[1.89, -1.76, -0.71], [-1.39, 1.36, 0.61], [-0.10, 1.74, -1.17], [-0.62, -1.04, 1.24], [0.98, -0.97, -0.84], [0.37, -0.21, 0.35], [-0.42, 1.04, -0.05], [-1.17, -0.41, 1.96], [1.22, 0.08, 0.97], [-0.06, -1.80, 1.78], [0.54, -0.79, -1.85], [-0.68, 2.56, -1.32], [0.82, 1.74, -1.58], [-1.39, -1.53, 0.62]]
}

[9]
{
  "formula": "C4H7NO2",
  "method": "ωB97M-V with the def2-TZVPD basis set",
  "relative_energy_kcal_mol": 104.9,
  "homo_energy_ev": -8.67,
  "smiles": "CC(=O)ON1CC1",
  "homo_lumo_gap_ev": 9.55,
  "mol_weight_g_mol": 101.105,
  "total_charge": 0,
  "symbols": ["O", "O", "N", "C", "C", "C", "C", "H", "H", "H", "H", "H", "H", "H"],
  "positions_angstrom": [[-0.13, -0.05, 0.67], [-1.26, 1.23, -1.09], [1.02, 0.55, 0.02], [2.28, 0.06, 0.43], [-2.59, -0.09, 0.46], [1.78, -0.37, -0.89], [-1.46, 0.50, -0.21], [3.11, 0.72, 0.47], [2.13, 0.07, -1.78], [1.40, -1.27, -1.16], [-2.63, -1.08, 0.04], [2.30, -0.68, 1.25], [-3.50, 0.59, 0.24], [-2.44, -0.17, 1.54]]
}

[10]
{
  "formula": "C4H7NO2",
  "method": "ωB97M-V with the def2-TZVPD basis set",
  "relative_energy_kcal_mol": 10.7,
  "homo_energy_ev": -9.99,
  "smiles": "C[C@@H](C=O)C(N)=O",
  "homo_lumo_gap_ev": 10.64,
  "mol_weight_g_mol": 101.105,
  "total_charge": 0,
  "symbols": ["O", "O", "N", "C", "C", "C", "C", "H", "H", "H", "H", "H", "H", "H"],
  "positions_angstrom": [[2.36, 0.70, -1.12], [0.17, 0.48, 1.93], [-1.19, -1.22, 1.31], [1.75, 0.01, -0.35], [-0.26, -0.26, 1.06], [-0.42, 1.06, -1.07], [0.23, -0.13, -0.37], [0.01, 1.19, -2.06], [-0.23, 1.97, -0.49], [-1.59, -1.28, 2.23], [2.26, -0.59, 0.43], [-1.59, -1.78, 0.57], [0.01, -1.06, -0.93], [-1.50, 0.92, -1.16]]
}

[11]
{
  "formula": "C4H7NO2",
  "method": "ωB97M-V with the def2-TZVPD basis set",
  "relative_energy_kcal_mol": 48.7,
  "homo_energy_ev": -10.21,
  "smiles": "[H]/N=C(\\C)OCC=O",
  "homo_lumo_gap_ev": 10.77,
  "mol_weight_g_mol": 101.105,
  "total_charge": 0,
  "symbols": ["O", "O", "N", "C", "C", "C", "C", "H", "H", "H", "H", "H", "H", "H"],
  "positions_angstrom": [[-1.27, -0.13, 0.07], [1.32, -2.11, -0.78], [-0.46, 0.47, 2.09], [0.46, -1.38, -1.21], [-0.95, -1.32, -0.63], [0.67, 1.31, 0.03], [-0.33, 0.52, 0.83], [0.67, -0.71, -2.08], [0.21, 1.65, -0.90], [0.23, 1.08, 2.52], [1.55, 0.71, -0.21], [-1.66, -1.35, -1.46], [1.01, 2.19, 0.59], [-1.08, -2.20, 0.01]]
}

[12]
{
  "formula": "C4H7NO2",
  "method": "ωB97M-V with the def2-TZVPD basis set",
  "s_squared": 2.01,
  "relative_energy_kcal_mol": 45.4,
  "homo_energy_ev": [-5.18, -9.64],
  "homo_lumo_gap_ev": [5.95, 8.06],
  "mol_weight_g_mol": 101.105,
  "spin_multiplicity": 3,
  "total_charge": 0,
  "symbols": ["O", "O", "N", "C", "C", "C", "C", "H", "H", "H", "H", "H", "H", "H"],
  "positions_angstrom": [[0.80, 1.01, 1.01], [-0.48, -1.23, 0.60], [-3.34, 0.33, -0.68], [-2.36, 0.24, 0.00], [-1.43, -0.21, 0.83], [2.09, 0.07, -0.78], [1.52, 0.16, 0.55], [1.17, 0.40, -1.36], [-1.47, 0.35, 1.87], [-0.64, -1.55, -0.27], [-3.27, 1.16, -1.34], [1.84, -0.55, 1.43], [3.05, 0.71, -0.82], [2.53, -0.89, -1.05]]
}

[13]
{
  "formula": "C4H7NO2S",
  "method": "ωB97M-V with the def2-TZVPD basis set",
  "relative_energy_kcal_mol": 88.6,
  "homo_energy_ev": -9.59,
  "smiles": "CN1CC=CS1(=O)=O",
  "homo_lumo_gap_ev": 10.34,
  "mol_weight_g_mol": 133.172,
  "total_charge": 0,
  "symbols": ["S", "O", "O", "N", "C", "C", "C", "C", "H", "H", "H", "H", "H", "H", "H"],
  "positions_angstrom": [[-1.07, -0.42, -0.94], [-0.94, 0.29, -2.21], [-1.58, -1.78, -0.92], [0.40, -0.53, 0.06], [1.48, -0.63, -0.96], [0.54, 0.38, 1.20], [-1.76, 0.62, 0.35], [-0.86, 0.91, 1.26], [1.39, -1.40, -1.72], [-2.75, 1.13, 0.22], [1.33, 1.28, 1.23], [-1.08, 1.38, 2.13], [2.34, -1.15, -0.38], [1.75, 0.32, -1.39], [0.79, -0.39, 2.07]]
}

[14]
{
  "formula": "C4H7NO2S",
  "method": "ωB97M-V with the def2-TZVPD basis set",
  "relative_energy_kcal_mol": 77.6,
  "homo_energy_ev": -9.46,
  "smiles": "NC[C@@]1(O)CSC1=O",
  "homo_lumo_gap_ev": 9.91,
  "mol_weight_g_mol": 133.172,
  "total_charge": 0,
  "symbols": ["S", "O", "O", "N", "C", "C", "C", "C", "H", "H", "H", "H", "H", "H", "H"],
  "positions_angstrom": [[-1.69, 1.23, -1.82], [-0.16, 1.07, 1.24], [-2.53, -0.36, 0.16], [0.43, -1.81, 0.95], [0.76, -0.77, 0.01], [-1.67, 0.20, -0.41], [-0.10, 0.46, -0.02], [0.14, 1.40, -1.30], [0.87, 0.86, -2.00], [1.02, -1.79, 2.05], [-0.62, -1.80, 1.20], [0.33, 2.38, -1.06], [0.79, 0.83, 1.70], [1.80, -0.54, 0.14], [0.61, -1.36, -0.83]]
}

[15]
{
  "formula": "C4H7NO3",
  "method": "ωB97M-V with the def2-TZVPD basis set",
  "relative_energy_kcal_mol": 132.7,
  "homo_energy_ev": -9.92,
  "homo_lumo_gap_ev": 6.19,
  "mol_weight_g_mol": 117.104,
  "total_charge": 0,
  "symbols": ["O", "O", "O", "N", "C", "C", "C", "C", "H", "H", "H", "H", "H", "H", "H"],
  "positions_angstrom": [[-0.97, 1.29, 0.67], [-2.24, -1.02, -1.56], [-0.09, -0.90, -2.23], [0.46, 0.04, 1.79], [-1.04, -0.94, -1.46], [0.07, 0.34, 0.56], [-0.50, -1.04, 0.07], [1.10, 1.02, -0.39], [1.31, -0.54, 1.82], [-1.30, -1.31, 0.75], [1.55, 1.83, 0.17], [-1.09, 1.46, 1.61], [0.24, -1.83, 0.21], [0.60, 1.28, -1.31], [1.90, 0.33, -0.68]]
}

[16]
{
  "formula": "C4H7NO3",
  "method": "ωB97M-V with the def2-TZVPD basis set",
  "relative_energy_kcal_mol": 54.0,
  "homo_energy_ev": -9.76,
  "smiles": "CC1(C)ONC(=O)O1",
  "homo_lumo_gap_ev": 10.54,
  "mol_weight_g_mol": 117.104,
  "total_charge": 0,
  "symbols": ["O", "O", "O", "N", "C", "C", "C", "C", "H", "H", "H", "H", "H", "H", "H"],
  "positions_angstrom": [[-0.77, -0.90, 0.24], [-3.02, -0.68, 0.11], [-0.26, 1.00, -0.83], [-1.57, 1.08, -0.35], [1.27, -0.83, -0.87], [0.30, -0.06, -0.07], [-1.91, -0.22, 0.00], [0.79, 0.48, 1.25], [1.07, -0.38, 1.85], [0.93, -1.20, -1.81], [-2.15, 1.47, -1.07], [1.49, -1.72, -0.24], [-0.01, 1.06, 1.76], [1.63, 1.18, 1.03], [2.21, -0.29, -1.00]]
}

[17]
{
  "formula": "C4H7NO3",
  "method": "ωB97M-V with the def2-TZVPD basis set",
  "relative_energy_kcal_mol": 56.2,
  "homo_energy_ev": -9.67,
  "smiles": "O=CCCNC(=O)O",
  "homo_lumo_gap_ev": 10.25,
  "mol_weight_g_mol": 117.104,
  "total_charge": 0,
  "symbols": ["O", "O", "O", "N", "C", "C", "C", "C", "H", "H", "H", "H", "H", "H", "H"],
  "positions_angstrom": [[-2.53, -1.64, -1.06], [1.84, -0.78, -1.19], [-2.19, -0.30, 0.85], [-0.87, 0.17, -0.89], [1.07, 0.29, 0.84], [2.02, -0.54, 0.03], [-1.97, -0.70, -0.51], [0.26, 1.14, -0.21], [2.97, -0.93, 0.53], [-0.25, 2.05, 0.24], [-2.95, -0.79, 1.23], [1.65, 0.95, 1.53], [-0.37, -0.02, -1.76], [1.02, 1.44, -0.97], [0.28, -0.34, 1.33]]
}

[18]
{
  "formula": "C4H7NO3",
  "method": "ωB97M-V with the def2-TZVPD basis set",
  "relative_energy_kcal_mol": 90.8,
  "homo_energy_ev": -9.41,
  "smiles": "[H]/N=C(\\OC)OC(C)=O",
  "homo_lumo_gap_ev": 9.75,
  "mol_weight_g_mol": 117.104,
  "total_charge": 0,
  "symbols": ["O", "O", "O", "N", "C", "C", "C", "C", "H", "H", "H", "H", "H", "H", "H"],
  "positions_angstrom": [[-1.83, -1.05, -0.24], [-0.01, 0.31, -0.11], [2.10, 0.61, -1.57], [0.36, -1.75, -1.28], [-0.18, -0.84, -0.62], [-2.66, -0.07, 0.31], [2.30, 0.96, 0.81], [1.63, 0.58, -0.47], [3.35, 1.20, 0.62], [-3.70, -0.43, 0.27], [-2.42, 0.12, 1.37], [1.79, 1.83, 1.22], [-0.33, -2.46, -1.55], [-2.62, 0.87, -0.26], [2.23, 0.12, 1.51]]
}

[19]
{
  "formula": "C4H7NO3S",
  "method": "ωB97M-V with the def2-TZVPD basis set",
  "s_squared": 2.01,
  "relative_energy_kcal_mol": 102.0,
  "homo_energy_ev": [-7.11, -10.29],
  "homo_lumo_gap_ev": [7.38, 7.86],
  "mol_weight_g_mol": 149.171,
  "spin_multiplicity": 3,
  "total_charge": 0,
  "symbols": ["S", "O", "O", "O", "N", "C", "C", "C", "C", "H", "H", "H", "H", "H", "H", "H"],
  "positions_angstrom": [[0.10, -1.90, -0.81], [0.59, 2.26, -0.02], [-1.42, 2.88, 0.08], [-0.39, -1.16, 1.89], [-0.56, 2.08, 0.32], [0.21, -0.01, 1.22], [1.04, -0.55, -0.11], [-0.82, 0.97, 0.95], [-0.34, -1.26, -2.29], [-1.83, 0.57, 0.82], [0.95, 0.39, 1.79], [-1.13, -1.71, -2.96], [1.01, 0.24, -0.84], [0.22, -0.29, -2.61], [0.43, -1.74, 2.27], [1.96, -0.78, 0.29]]
}

[20]
{
  "formula": "C4H7NO4",
  "method": "ωB97M-V with the def2-TZVPD basis set",
  "relative_energy_kcal_mol": 151.5,
  "homo_energy_ev": [-8.26, -7.57],
  "homo_lumo_gap_ev": [7.95, 6.79],
  "mol_weight_g_mol": 133.103,
  "total_charge": 0,
  "symbols": ["O", "O", "O", "O", "N", "C", "C", "C", "C", "H", "H", "H", "H", "H", "H", "H"],
  "positions_angstrom": [[0.09, 1.94, -1.24], [1.12, 1.20, 1.44], [-3.25, 0.06, -0.83], [-3.25, 2.17, -0.21], [-2.75, 1.12, -0.52], [0.07, 0.49, 0.86], [-0.20, -0.56, -1.05], [-0.25, 0.84, -0.57], [0.32, -0.96, 0.35], [0.07, 2.72, -0.67], [-1.20, -0.96, -1.26], [1.38, -1.22, 0.35], [-0.76, 0.56, 1.56], [-0.24, -1.73, 0.86], [1.91, 1.10, 0.90], [0.44, -0.75, -1.90]]
}